The following is a quantum chemistry calculation of the molecule C5H4N2 at a distorted geometry, from the Open Molecules 2025 dataset.

Summary:
total charge	0
SMILES	C#Cc1ccn[nH]1
total energy	-302.29607	a.u.
ΔE to the lowest compared entry with this formula, charge and spin	347.18	kJ/mol
orbital gap	9.6	eV
LUMO energy	0.08	eV

Geometry (Å):
C -0.439 -2.734 -1.026
C -0.148 -1.675 -0.446
C 0.079 -0.386 0.067
C -0.829 0.601 0.406
C -0.024 1.723 0.664
N 1.270 1.452 0.514
N 1.308 0.183 0.128
H -1.162 -2.115 -1.622
H -1.907 0.510 0.420
H -0.334 2.716 0.955
H 2.187 -0.274 -0.061



The following is a quantum chemistry calculation of the molecule C5H4N2 at a distorted geometry, from the Open Molecules 2025 dataset.

Summary:
total charge	0
SMILES	C#C/C(C#N)=C\N
total energy	-302.30726	a.u.
ΔE to the lowest compared entry with this formula, charge and spin	317.82	kJ/mol
orbital gap	9.3	eV
LUMO energy	0.30	eV

Geometry (Å):
C 0.758 0.260 -0.750
C -0.044 0.496 0.291
C -1.041 -0.369 0.898
C -1.999 -0.973 1.351
C -0.309 1.892 0.405
H 2.302 -1.112 -1.525
H 1.067 -1.811 -0.499
H 1.309 1.054 -1.313
H -2.868 -1.509 1.729
N 1.283 -0.923 -1.264
N -0.458 2.996 0.679



The following is a quantum chemistry calculation of the molecule C5H4N2 at a distorted geometry, from the Open Molecules 2025 dataset.

Summary:
total charge	0
total energy	-302.20913	a.u.
ΔE to the lowest compared entry with this formula, charge and spin	575.46	kJ/mol
orbital gap	9.0	eV
LUMO energy	-0.37	eV

Geometry (Å):
C 2.499 -0.385 -0.135
C 1.678 -0.982 0.633
C 0.364 -0.613 0.630
C -0.718 -1.031 -0.259
C -1.216 0.132 -0.704
N -0.668 1.252 -0.013
N -0.013 0.619 1.094
H 0.143 1.529 -0.598
H -0.911 -2.033 -0.612
H -1.886 0.329 -1.530
H 0.728 1.183 1.492



The following is a quantum chemistry calculation of the molecule C5H4N2O at a distorted geometry, from the Open Molecules 2025 dataset.

Summary:
total charge	0
SMILES	O=c1ccccnn1
total energy	-377.58104	a.u.
ΔE to the lowest compared entry with this formula, charge and spin	217.96	kJ/mol
orbital gap	8.7	eV
LUMO energy	-0.59	eV

Geometry (Å):
C 0.373 -1.279 -0.888
C -0.782 -0.380 -1.097
C -1.095 0.601 -0.212
C -0.376 0.864 1.008
C 0.902 0.452 1.249
H -1.323 -0.534 -2.034
H -1.939 1.224 -0.457
H -0.943 1.316 1.814
H 1.419 0.768 2.190
N 1.857 0.051 0.276
N 1.580 -0.589 -0.741
O 0.328 -2.495 -1.106



The following is a quantum chemistry calculation of a structure of composition C5H4N2O at a distorted geometry, from the Open Molecules 2025 dataset.

Summary:
total charge	0
total energy	-377.48380	a.u.
ΔE to the lowest compared entry with this formula, charge and spin	473.26	kJ/mol
orbital gap	9.3	eV
LUMO energy	-0.38	eV

Geometry (Å):
C 1.551 -0.220 -0.246
C 1.150 1.196 0.063
C -1.932 -0.399 -0.043
C -1.002 -1.267 -0.018
C 0.256 -0.525 -0.212
H 1.100 1.250 1.439
H 1.863 2.083 -0.524
H -3.064 -0.659 0.189
H -0.909 -2.324 -0.079
N -0.172 0.725 -0.325
N -1.475 0.936 -0.169
O 2.634 -0.795 -0.074



The following is a quantum chemistry calculation of the molecule C5H4N2O at a distorted geometry, from the Open Molecules 2025 dataset.

Summary:
total charge	0
SMILES	c1cc2ncoc2[nH]1
total energy	-377.63116	a.u.
ΔE to the lowest compared entry with this formula, charge and spin	86.37	kJ/mol
orbital gap	9.2	eV
LUMO energy	0.83	eV

Geometry (Å):
C 0.388 -1.728 -0.118
C -0.492 -1.097 -0.996
C -0.612 0.192 -0.439
C -0.422 2.226 0.117
C 0.247 0.313 0.615
H 0.732 -2.753 -0.129
H -1.059 -1.495 -1.895
H -0.630 3.287 0.327
H 1.604 -1.235 1.384
N -1.014 1.523 -0.730
N 0.819 -0.876 0.883
O 0.440 1.642 0.983



The following is a quantum chemistry calculation of the molecule C5H4N2O at a distorted geometry, from the Open Molecules 2025 dataset.

Summary:
total charge	0
SMILES	O=C1Cc2c[nH]nc21
total energy	-377.59389	a.u.
ΔE to the lowest compared entry with this formula, charge and spin	184.21	kJ/mol
orbital gap	10.3	eV
LUMO energy	0.40	eV

Geometry (Å):
C 1.025 -0.539 1.380
C 0.846 -1.413 0.104
C -0.042 -0.232 -0.424
C -0.932 0.385 -1.222
C 0.153 0.521 0.728
H 0.255 -2.314 0.310
H 1.737 -1.715 -0.446
H -1.399 0.243 -2.187
H -1.695 2.352 -0.819
N -1.159 1.589 -0.475
N -0.444 1.700 0.645
O 1.654 -0.577 2.407



The following is a quantum chemistry calculation of the molecule C5H4N2O at a distorted geometry, from the Open Molecules 2025 dataset.

Summary:
total charge	0
SMILES	O=c1ccccnn1
total energy	-377.57648	a.u.
ΔE to the lowest compared entry with this formula, charge and spin	229.92	kJ/mol
orbital gap	8.6	eV
LUMO energy	-0.26	eV

Geometry (Å):
C 1.470 -0.621 0.004
C 0.282 -1.324 -0.451
C -0.948 -0.780 -0.207
C -1.155 0.461 0.421
C -0.201 1.468 0.454
N 1.475 0.526 -0.839
N 0.822 1.458 -0.381
O 2.242 -0.759 0.895
H 0.405 -2.217 -1.043
H -1.820 -1.352 -0.485
H -2.158 0.713 0.735
H -0.415 2.428 0.897